A gas-phase ion, C11H22NSi (charge +1) in a non-equilibrium geometry, computed with the ωB97M-V functional and the def2-TZVPD basis.

Values from the calculation:
HOMO energy (alpha / beta) = -10.20 / -10.20 eV
Total charge = +1
E_tot = -776.187356 hartree
Frontier orbital gap (alpha / beta) = 6.710 / 6.710 eV
Structure (SMILES) = C/C(C=[Si](C)C)=C(C)/C=C/[NH+](C)C
ΔE to the lowest compared entry with this formula, charge and spin = 152.0 kJ/mol

The geometry in XYZ format:
```
35
Properties=species:S:1:pos:R:3:forces:R:3
C -0.840297 2.756995 -2.469456 0.25 1.73 1.17
C -0.532966 1.605305 -1.533823 0.65 0.71 -1.05
C -1.287742 1.578644 -0.374051 -1.13 -0.22 4.81
Si -0.686578 1.368146 1.343198 -0.35 0.22 -0.28
C -1.681480 1.502886 2.980934 0.90 -1.83 -0.92
C 1.132740 1.087974 1.918587 0.18 -0.45 -2.30
C 0.527459 0.780298 -1.707612 0.46 0.40 -1.03
C 1.491655 0.971018 -2.846586 0.02 0.27 0.11
C 0.771555 -0.484859 -1.114581 -2.03 -2.02 2.13
C -0.086569 -1.347994 -0.444372 1.42 1.40 -0.19
N 0.380746 -2.609114 0.245607 -0.57 1.07 1.32
C 0.316248 -2.323037 1.790204 3.11 -4.04 -0.98
C -0.430580 -3.772456 -0.155432 -2.00 -0.18 1.87
H -1.905166 2.948126 -2.700539 0.54 -0.67 -0.05
H -0.178085 2.879986 -3.296738 -0.15 -0.68 -1.07
H -0.547866 3.707678 -1.950500 -0.40 -0.67 0.24
H -2.303416 1.989820 -0.365153 0.25 -0.09 -0.11
H -1.156507 2.177301 3.609399 0.49 1.07 0.45
H -2.715822 1.778368 2.913320 -0.48 -0.14 0.05
H -1.481042 0.525090 3.532098 -0.71 0.89 -0.80
H 1.517455 1.937098 1.322535 0.51 -0.27 0.01
H 1.463777 1.294842 2.919411 -0.53 0.02 0.66
H 1.693275 0.164826 1.548570 -0.94 1.32 0.33
H 1.119836 0.307780 -3.621362 0.78 -0.21 -0.51
H 2.540063 0.825054 -2.541271 -0.39 -0.50 -0.25
H 1.479315 1.967316 -3.231200 -0.07 0.57 -0.29
H 1.771973 -0.786306 -1.310383 0.79 -0.83 -0.04
H -1.036434 -0.966357 -0.030102 0.53 -0.82 -0.56
H 1.363150 -2.856737 0.015980 -0.64 0.66 0.18
H 0.396539 -3.334551 2.348061 -0.51 1.57 -1.00
H 1.284857 -1.886596 1.905698 0.28 0.74 0.71
H -0.454855 -1.735496 2.161168 -1.61 1.01 -0.07
H -0.073679 -4.749868 0.273552 -0.53 1.23 0.04
H -1.533465 -3.487843 0.039640 1.80 -0.90 -0.01
H -0.318092 -3.813338 -1.174799 0.09 -0.35 -2.55
```
Positions in Å, forces in eV/Å.